Entry 1:
Density functional theory data (the ωB97M-V functional and the def2-TZVPD basis) for 2 unconnected molecules or ions with the total composition C10H14N2O2Si.

Structure (XYZ):
```
29
Properties=species:S:1:pos:R:3:forces:R:3:mulliken_charge:R:1
H -4.1517 -3.2632 -0.7979 -0.271 -0.470 -0.516 0.40
C 2.3328 -0.0728 0.1427 -1.056 0.200 -0.675 -0.36
C -3.4229 -2.5956 -0.4190 -0.379 0.739 2.267 -0.58
C 4.5710 -0.2451 0.0179 1.088 -0.174 0.866 -0.49
H -1.8056 -1.0060 2.0059 -1.530 -1.405 -0.483 0.26
C -1.2136 2.6860 1.8222 -0.418 0.128 0.288 -0.65
H 0.1526 2.7281 -2.5832 -0.332 1.779 -0.688 0.28
H -2.7879 -1.4177 -2.0172 0.276 0.927 -1.296 0.42
C -2.0631 -0.8461 0.0088 0.782 1.777 -2.126 0.11
H 1.0884 1.5233 -1.9482 1.374 -1.015 -0.371 0.33
H -0.3751 1.0959 -3.0366 0.757 0.722 1.490 0.21
C 4.0728 -1.5020 -0.1059 -0.996 1.350 -1.032 -0.58
H 5.6244 -0.0678 0.0609 0.376 0.320 0.096 0.38
H -1.5483 2.9132 2.8459 0.555 -0.744 -0.166 0.24
H -0.1970 2.8881 1.5914 1.110 0.239 0.503 0.33
O -1.5551 1.3990 1.3619 0.082 -0.805 1.096 -0.29
C 0.0927 1.7554 -2.2144 -0.287 -1.613 -1.302 -0.68
N -2.3436 -1.4072 1.2010 0.740 0.137 -0.008 -0.01
H -3.6276 -2.9398 1.7456 -0.151 -0.714 0.478 0.43
H 2.0351 -2.0726 -0.2810 -0.582 -1.028 -0.020 0.19
C 3.5223 0.6522 0.2448 -2.063 1.252 0.176 -0.34
C -2.8108 -1.4982 -0.9748 1.791 0.190 -0.379 -0.37
H 3.5073 1.7323 0.4900 0.433 -0.938 -0.289 0.34
Si -0.9213 0.6338 0.1060 1.167 0.002 -1.343 0.31
C -3.1641 -2.4593 0.9219 -0.317 -0.686 2.128 -0.40
N 2.7030 -1.3581 -0.2181 0.355 0.794 1.325 -0.02
H 4.6328 -2.3764 -0.1874 0.333 -1.456 -0.361 0.44
H -1.7654 3.3389 1.2223 -0.918 1.367 -1.003 0.29
O -0.5819 1.7817 -1.0055 -1.917 -0.873 1.345 -0.18
```
Positions in Å, forces in eV/Å.

- Gap between HOMO and LUMO (alpha / beta): 6.53 / 6.54 eV
- E_HOMO (alpha / beta): -7.070 / -7.075 eV


Entry 2:
Density functional theory data (the ωB97M-V functional and the def2-TZVPD basis) for a molecular structure, C34H34As3CoS3.

Structure (XYZ):
```
75
Properties=species:S:1:pos:R:3:forces:R:3:mulliken_charge:R:1
As -0.5321 -1.2484 -0.9863 -0.020 -0.277 -0.098 1.95
C -1.5739 3.2468 -4.5996 0.004 -0.011 0.008 -0.48
H 4.2486 1.2489 3.0692 -0.029 -0.017 -0.021 0.42
H -2.9711 1.7779 3.1802 -0.014 -0.014 -0.001 0.34
H -1.2267 4.3130 0.2716 -0.005 0.015 -0.014 0.37
C -0.5299 -2.5736 -4.9854 0.001 0.006 -0.003 -0.68
H 2.9760 -4.4281 0.8001 -0.007 0.022 -0.012 0.37
C 2.3823 -1.1376 3.0867 -0.048 -0.011 -0.008 -1.19
H 1.4322 -1.5661 3.4043 0.014 -0.034 0.006 0.26
H -2.1309 3.6125 -5.4552 0.006 -0.004 0.013 0.36
C -1.8873 -2.3680 1.1876 0.012 0.066 0.072 0.72
H 0.3624 3.5322 -5.5016 -0.016 -0.009 0.025 0.35
C 1.5049 -3.0910 -0.0064 0.023 0.005 -0.022 -0.27
C 2.7942 -3.5925 0.1336 -0.014 -0.014 0.022 -0.74
As -0.9747 2.3539 1.7686 0.036 0.058 0.210 1.73
C -0.3377 3.0863 4.5118 -0.017 -0.004 -0.036 -0.69
H -3.4792 -5.2795 1.9118 0.011 0.009 -0.012 0.34
H 0.4565 4.1683 0.8011 0.017 0.004 0.005 0.33
H 3.0134 -0.9324 3.9503 0.003 -0.009 0.040 0.48
S -1.4387 -0.8374 1.9544 -0.187 -0.091 0.006 -0.61
S -2.5125 1.7539 -0.9670 -0.187 -0.041 -0.008 -0.42
C 0.3642 3.1062 5.7042 0.005 0.020 0.041 -0.74
H 2.0855 2.3587 6.7533 -0.004 -0.001 -0.008 0.38
C -1.5733 2.3247 -2.3434 0.024 0.058 0.071 -0.01
C -0.2131 -2.4065 -3.6441 -0.039 0.025 -0.033 -0.42
H -2.9498 -5.7287 -0.4704 0.005 0.022 0.008 0.38
H 4.4158 -1.4895 -1.9640 -0.011 -0.005 0.001 0.39
C -2.9406 -4.5419 1.3271 -0.013 0.003 0.015 -0.50
C 1.5243 2.3552 5.8263 -0.001 0.004 0.006 -0.83
C 1.2553 -2.0195 -0.8572 -0.022 -0.038 0.067 -0.01
H 0.0174 -3.2936 -5.5827 -0.009 0.012 0.009 0.39
C -0.1640 2.2903 -2.3680 0.022 -0.009 0.028 0.43
C -1.9283 -0.7261 -3.4462 0.035 -0.032 -0.034 -0.41
H -3.3316 2.8304 -3.4409 0.029 -0.003 -0.001 0.37
H 2.1313 -0.5927 -2.1996 -0.009 0.024 -0.008 0.46
H 0.6923 -3.5357 0.5544 -0.013 -0.014 0.010 0.29
C 0.0910 2.3216 3.4248 0.038 0.023 -0.039 0.06
H -2.8694 3.5552 3.0098 0.007 0.018 0.001 0.51
C -1.9538 -3.8423 -0.7398 0.012 -0.022 0.017 -0.15
S 0.7951 1.7118 -1.0012 -0.225 -0.048 0.013 -0.46
C 0.4992 2.7282 -3.5175 0.059 0.016 -0.013 -0.54
H 2.8872 -1.8434 2.4284 0.010 -0.023 -0.019 0.34
C 3.8110 1.2268 2.0693 -0.013 0.019 0.034 -1.29
As 1.9863 0.4763 2.0487 -0.080 0.083 -0.012 1.16
C 3.5995 -1.9465 -1.4173 0.018 0.001 0.011 -0.78
C 2.3139 -1.4462 -1.5599 -0.015 0.031 -0.001 -0.03
C -0.5795 4.1354 1.1295 -0.017 -0.011 -0.046 -1.24
H 4.8490 -3.4087 -0.4581 -0.013 0.004 -0.005 0.34
H 0.5827 -2.9936 -3.2035 0.023 -0.009 0.012 0.41
Co -0.8267 0.5985 0.2991 0.601 0.217 -0.126 -0.26
H -0.7671 4.8634 1.9182 0.008 0.029 0.006 0.49
C 1.9623 1.6006 4.7517 -0.060 0.017 -0.045 -0.40
C -2.6448 -4.7977 -0.0078 0.008 -0.017 -0.028 -0.76
C -0.1856 3.2035 -4.6251 0.005 0.002 -0.014 -0.65
H 0.0071 3.7051 6.5339 0.006 -0.010 -0.008 0.37
C -2.5696 -3.3460 1.9191 -0.016 -0.012 0.027 -0.81
C 3.8431 -3.0213 -0.5705 0.019 0.007 -0.004 -0.42
H -1.7786 -1.9330 -6.6093 0.006 0.001 0.008 0.36
C -1.5388 -1.8116 -5.5595 0.000 -0.012 -0.010 -0.47
H -1.7086 -4.0247 -1.7806 -0.002 0.001 -0.004 0.42
H -2.8182 -3.1474 2.9547 0.004 -0.002 -0.009 0.45
H 2.8726 1.0247 4.8583 0.037 -0.025 0.013 0.17
H 3.7799 2.2391 1.6666 -0.001 -0.019 -0.019 0.31
C -2.2347 -0.8906 -4.7901 -0.006 0.007 -0.002 -0.68
C -2.2471 2.8088 -3.4696 -0.030 0.023 -0.023 -0.53
H -1.2420 3.6774 4.4296 0.009 -0.009 -0.004 0.21
H 4.4343 0.6118 1.4183 -0.024 0.009 -0.008 0.40
H -3.4393 2.5587 1.6520 -0.024 -0.005 -0.017 0.42
C 1.2632 1.5660 3.5431 0.090 0.003 0.025 -0.03
C -0.9104 -1.4812 -2.8715 0.050 -0.022 -0.022 0.12
H -2.4644 -0.0054 -2.8413 -0.039 -0.018 0.008 0.42
C -2.7578 2.5999 2.4993 0.002 -0.028 0.004 -1.43
H -3.0130 -0.2836 -5.2363 0.011 -0.005 0.007 0.40
H 1.5840 2.6875 -3.5286 -0.043 0.001 0.000 0.39
C -1.5729 -2.6475 -0.1455 0.003 0.068 -0.054 -0.88
```
Positions in Å, forces in eV/Å.

- ΔE to the lowest compared entry with this formula, charge and spin: 39.0 kJ/mol
- Gap between HOMO and LUMO (alpha / beta): 6.17 / 6.16 eV
- Net charge: -1
- 2S+1: 2
- E_HOMO (alpha / beta): -3.505 / -3.482 eV